DFT (wB97M-V/def2-TZVPD) results for 9 unconnected molecules or ions with the total composition C23H67N5O11 in a non-equilibrium geometry.

The geometry in XYZ format:
```
106
Properties=species:S:1:pos:R:3:forces:R:3:lowdin_charge:R:1
O -39.794720 -25.715537 13.913786 1.560 -1.146 -3.072 0.1631
H -40.455073 -25.950998 14.546572 -1.372 -2.313 1.833 0.0325
H -38.929739 -26.330377 13.811396 -1.456 -0.284 1.110 0.1630
H -39.632466 -24.798139 14.095482 1.444 2.278 0.288 0.0280
C -37.771520 -27.651220 15.256199 1.068 -4.447 -1.747 -0.8387
O -38.330212 -27.879817 14.185752 -2.061 -1.296 -2.736 -0.0120
O -37.182039 -28.677333 15.952307 -0.037 -0.701 -0.009 0.0788
O -37.584668 -26.541125 15.587139 1.222 5.562 3.688 0.0119
H -37.171415 -29.554264 15.474075 -0.519 1.324 0.233 0.0962
C -37.222033 -32.570077 12.239188 -7.340 3.593 -7.046 0.0195
C -37.668267 -30.994906 12.146742 -2.019 -5.117 -1.469 -0.3682
C -39.224474 -30.933067 11.936737 1.125 2.055 -1.304 -0.1615
O -39.613197 -31.527040 10.681714 0.036 -0.266 0.936 -0.1647
C -41.005577 -31.477380 10.427648 4.012 7.096 -3.809 -0.0969
N -37.308708 -30.506158 13.386299 0.802 2.009 2.563 0.0347
H -36.337512 -32.447648 12.400566 10.246 0.272 2.555 -0.0422
H -37.333538 -33.040689 11.258548 0.370 0.352 -0.543 0.0868
H -37.775554 -33.216359 12.728159 -2.668 -2.312 3.744 0.0224
H -37.065504 -30.410379 11.435925 -0.770 -0.793 -0.983 0.1466
H -39.341821 -29.819437 11.841490 -0.731 -0.540 0.109 0.1266
H -39.827357 -31.259048 12.798219 0.433 -0.353 -0.183 0.1111
H -41.400996 -30.406574 10.569254 0.497 -1.224 -0.003 0.1188
H -41.562370 -32.061318 10.899633 -4.356 -5.289 4.934 -0.0035
H -41.215741 -31.691640 9.398432 0.493 -0.125 -0.829 0.0849
H -37.770653 -29.610174 13.450817 -0.169 0.651 0.553 0.0360
H -36.335248 -30.249400 13.205777 -0.152 -0.275 0.920 0.0522
C -38.182508 -31.803868 17.140199 -1.687 2.383 6.011 -0.0624
C -39.570729 -31.995907 16.553614 -3.526 0.871 -1.215 -0.3713
C -40.269173 -30.668076 16.060845 -6.812 -5.739 13.150 -0.2110
O -41.564078 -30.980929 15.592396 -1.745 -1.848 0.795 -0.2013
C -42.241556 -30.208168 14.590854 -0.841 1.483 3.477 -0.0552
N -39.430199 -32.769374 15.336722 0.305 -1.582 2.034 0.0434
H -38.102628 -30.799619 17.916935 -0.629 -2.350 -2.297 0.1462
H -37.401902 -31.627737 16.494144 1.421 0.045 -2.015 0.0210
H -37.871447 -32.539243 17.911188 -0.320 -0.169 -0.957 0.0728
H -40.602542 -32.407340 17.114565 3.429 0.368 -0.384 0.1949
H -39.887185 -30.247504 15.430326 8.611 7.687 -12.946 -0.0452
H -40.219281 -29.870715 16.895273 -0.811 -1.053 -0.390 0.1473
H -42.288347 -29.173720 15.047104 -1.000 -0.821 -0.404 0.0654
H -43.304981 -30.575608 14.297629 2.379 0.257 0.519 0.1335
H -41.513951 -30.008568 13.902976 1.249 -0.062 -3.190 0.0317
H -38.658638 -32.416075 14.836433 0.565 0.383 -1.305 0.0273
H -40.311367 -32.839277 14.896859 -0.565 0.050 -1.042 0.0535
C -41.551053 -24.844637 16.649944 -2.241 0.868 -2.962 -0.0440
C -41.237352 -26.199654 16.994482 3.451 -3.671 4.370 -0.4733
C -42.171207 -26.758304 18.141648 7.187 -0.498 2.483 -0.2116
O -42.055055 -25.956746 19.251469 -0.177 2.420 1.918 -0.1621
C -42.800437 -26.404647 20.399976 6.458 4.267 2.271 -0.0481
N -41.327335 -27.012786 15.825540 -1.903 1.560 -1.425 0.0432
H -42.739852 -24.937251 16.607990 1.948 0.775 -1.052 0.1374
H -40.989884 -24.575081 15.570678 -1.943 0.160 3.464 0.1290
H -41.488626 -24.212351 17.486345 0.931 1.381 0.666 0.0655
H -40.208490 -26.404845 17.596909 -1.492 0.986 -2.183 0.1978
H -41.965011 -27.755491 18.521472 0.080 -0.711 -1.052 0.1409
H -42.983860 -26.611024 17.716844 -8.573 0.390 -3.448 0.0317
H -43.678052 -26.689209 20.171739 -6.677 -1.656 -1.494 0.0150
H -42.709859 -25.740400 21.381466 -0.564 -0.305 -2.718 0.1469
H -42.253852 -27.173474 20.779385 1.347 -3.068 0.901 0.0485
H -42.337990 -27.074823 15.494361 1.943 -0.538 0.614 0.1372
H -40.791210 -27.829934 15.889315 0.149 -1.646 -0.097 0.0454
C -37.902938 -23.412006 12.499814 -1.968 -5.414 1.165 -0.0501
C -38.098959 -22.782537 13.770469 -0.958 3.664 3.485 -0.4062
C -39.470935 -21.977876 13.810235 1.450 0.560 1.731 -0.2317
O -40.402031 -22.905241 13.459373 -3.140 -0.891 -0.533 -0.2441
C -41.765259 -22.338065 13.583012 1.646 -2.356 2.625 -0.0219
N -38.282931 -23.687582 14.869676 2.586 -4.962 -2.901 0.0554
H -38.009898 -22.785204 11.770462 0.152 4.004 -4.405 0.0348
H -38.674771 -24.211714 12.164111 0.880 1.127 1.177 0.1343
H -37.004291 -23.927722 12.506433 2.076 -0.754 -0.385 0.0495
H -37.240114 -22.047845 14.007670 -1.098 -0.789 -0.648 0.1673
H -39.466890 -21.107747 13.162523 0.070 0.252 -0.536 0.1181
H -39.777901 -21.569768 14.850848 1.085 -0.521 -1.076 0.1495
H -42.491232 -23.070198 13.186010 0.430 0.952 -0.227 0.1068
H -41.601551 -21.376773 13.255037 -0.928 2.148 -1.897 0.0463
H -41.976991 -22.136558 14.680143 0.117 -0.745 -0.836 0.1004
H -38.386399 -23.275192 15.701407 -0.528 2.196 3.829 0.0431
H -37.488460 -24.423379 15.026195 -1.866 1.727 -0.590 0.1238
C -33.016884 -24.210868 15.455717 2.044 -1.808 1.227 -0.0707
C -34.329047 -24.699063 14.994622 -4.335 -1.254 -1.726 -0.4222
C -34.462145 -25.207436 13.546682 6.086 -1.542 0.175 -0.2732
O -34.131964 -24.223765 12.663797 -0.550 2.411 -0.302 -0.1882
C -34.286615 -24.531098 11.335495 1.710 -2.562 -0.628 -0.1332
N -34.686400 -25.806161 15.868264 -2.872 -1.366 0.342 0.0463
H -32.101712 -24.934703 15.329222 -1.992 0.791 -0.397 0.1284
H -32.914575 -24.013117 16.532897 -0.831 0.113 -0.317 0.0862
H -32.804604 -23.368168 14.931256 1.130 2.692 -1.441 0.0314
H -35.325000 -23.965567 14.789173 2.813 -0.797 1.992 0.1882
H -35.328376 -25.693970 13.283239 -2.669 -0.950 -0.030 0.0835
H -33.598405 -25.998641 13.301275 -1.463 0.575 1.001 0.1524
H -34.076737 -23.661803 10.788832 0.930 1.119 -0.883 0.0691
H -35.275658 -24.773990 11.003027 -1.032 -0.627 0.315 0.0678
H -33.572829 -25.447519 11.042121 -1.320 1.858 0.367 0.1364
H -34.215575 -26.645026 15.580969 1.330 -0.229 -0.094 0.0558
H -35.662329 -26.217121 15.701938 1.238 1.644 0.452 0.0690
C -34.310631 -28.997223 13.358038 7.984 0.276 -9.202 -0.1588
O -34.413019 -30.270147 12.815225 3.229 -1.784 -2.357 -0.1224
H -34.829796 -28.287234 12.830331 -0.926 1.916 -1.894 0.0636
H -33.225510 -28.684277 13.547568 -1.345 -0.196 -0.596 0.1331
H -34.671981 -29.013643 14.155459 -5.725 -0.400 12.718 -0.0501
H -33.513465 -30.454787 12.325584 -2.999 0.325 1.320 0.1584
C -36.686185 -26.463980 18.803722 -3.148 -4.390 0.386 -0.2352
O -37.467769 -25.629011 18.097250 -1.587 0.608 -3.304 -0.1493
H -37.123797 -26.709884 19.821480 -0.606 -0.754 -1.074 0.0931
H -35.875892 -26.092860 19.196021 5.294 2.549 0.938 0.0047
H -36.500030 -27.338209 18.113554 0.368 0.191 1.636 0.0971
H -37.509832 -26.136744 17.196647 -0.365 2.061 1.570 0.0483
```
Positions in Å, forces in eV/Å.

Output
- electronic energy (a.u.) = -2017.24267
- orbital gap (Eh) = 0.32062
- ΔE to the lowest compared entry with this formula, charge and spin (kJ/mol) = 377.34


DFT (wB97M-V/def2-TZVPD) results for 8 unconnected molecules or ions with the total composition C23H67N5O8 in a non-equilibrium geometry.

The geometry in XYZ format:
```
103
Properties=species:S:1:pos:R:3:forces:R:3:lowdin_charge:R:1
C -0.688411 1.441857 -0.743622 0.161 -0.922 -0.550 -0.1244
O -0.491330 0.300837 0.087413 -0.549 0.061 0.283 -0.1695
H -0.173424 1.188373 -1.670244 -0.170 0.521 -0.469 0.0719
H -1.757913 1.551701 -0.923098 0.211 0.351 -0.017 0.0506
H -0.212432 2.324589 -0.316612 -0.314 0.155 0.053 0.0702
H 0.293548 0.572849 0.568646 0.887 -0.194 0.762 -0.0003
C 1.100032 -1.858178 -3.767460 -0.163 -0.313 0.704 -0.1733
O 0.246442 -1.798592 -4.889998 -0.106 -0.212 0.241 -0.1070
H 0.940777 -1.018012 -3.091544 0.594 0.664 -0.322 0.0609
H 0.837264 -2.655109 -3.071792 -0.421 -0.648 -0.552 0.0569
H 2.129041 -2.065006 -4.061500 0.174 0.489 0.161 0.0863
H 0.540128 -1.045848 -5.408386 -0.098 0.012 -0.165 0.0790
C -3.945457 2.441117 -3.510587 1.415 -2.108 -1.169 -0.1438
O -4.577325 2.004324 -4.724390 -1.177 1.417 -0.126 -0.1305
H -2.973858 1.955936 -3.603765 0.416 -0.111 0.912 0.0641
H -3.654039 3.489597 -3.448484 -1.012 0.196 -0.316 0.0829
H -4.474037 2.033949 -2.648650 -0.063 0.473 0.120 0.0646
H -4.236800 1.197926 -5.118568 0.413 0.136 0.599 0.0700
C -0.234882 -7.222392 -2.688360 -0.632 0.640 1.416 -0.0364
C 0.000034 -6.126898 -1.569811 1.112 -1.383 -0.516 -0.3860
C -1.263543 -5.368540 -1.173694 -0.002 -1.696 -1.027 -0.1772
O -1.027288 -4.119169 -0.567354 0.973 -1.235 1.674 -0.2110
C -1.874632 -3.108884 -0.946515 -0.038 2.178 -1.800 -0.0918
N 0.609801 -6.758284 -0.357995 -0.533 1.226 0.521 0.0380
H 0.677149 -7.817890 -2.729242 -0.229 -0.083 -0.212 0.0769
H -0.528000 -6.865503 -3.675687 0.449 0.489 0.084 0.0782
H -1.091113 -7.827029 -2.389390 0.214 -0.436 0.210 0.0771
H 0.708093 -5.422784 -2.006803 -0.016 0.387 -0.048 0.1276
H -1.894789 -5.977063 -0.526140 0.010 -0.162 0.134 0.1405
H -1.775695 -5.303925 -2.133720 -0.427 0.816 0.055 0.1327
H -1.522267 -2.186451 -0.484927 -0.037 0.085 0.141 0.0894
H -2.955800 -3.176627 -0.825776 -0.042 -0.773 0.434 0.1120
H -1.666713 -3.010980 -2.012016 -0.485 0.529 -0.323 0.1059
H 1.434554 -7.340102 -0.395058 -0.154 -0.514 -1.219 0.0724
H 1.017332 -5.967814 0.120722 -0.164 0.311 0.688 0.0440
C 1.441074 4.539780 1.077368 -0.262 -0.010 0.137 -0.0487
C 2.545251 4.076788 0.097752 -0.556 0.699 -0.249 -0.4568
C 2.855402 5.262507 -0.804120 -0.070 -0.004 0.316 -0.2255
O 4.213434 5.275457 -1.266337 -2.115 0.158 -1.563 -0.1744
C 4.180376 6.125291 -2.451868 0.944 -0.921 0.440 -0.0800
N 3.677458 3.504653 0.708219 2.003 0.145 2.208 0.0342
H 0.591653 5.017607 0.589237 0.137 -0.003 -0.641 0.0798
H 1.783110 5.324434 1.752224 0.457 -0.129 0.084 0.0831
H 0.943701 3.785039 1.686534 0.461 -0.426 0.011 0.0625
H 2.213079 3.235027 -0.509869 -0.761 0.297 -0.491 0.1190
H 2.665920 6.253872 -0.392529 -0.105 0.001 0.689 0.1265
H 2.039291 5.122030 -1.512864 0.526 0.401 -1.260 0.1208
H 5.081246 5.859432 -3.004926 0.149 0.556 0.102 0.0884
H 4.125360 7.169251 -2.143303 0.178 0.074 -0.174 0.0901
H 3.350228 5.892862 -3.118900 -0.218 -0.092 0.224 0.0816
H 4.475789 3.335167 0.113198 -0.471 -0.526 -1.048 0.0907
H 4.151089 4.189763 1.279532 -0.329 0.312 0.915 0.0976
C -7.385188 4.307582 0.439563 -0.870 -0.522 -0.055 -0.0758
C -6.043523 4.511276 1.096455 -1.377 -0.770 -1.215 -0.4621
C -5.012234 3.507936 0.655136 0.069 -0.144 -0.458 -0.2515
O -5.454923 2.167922 0.695554 1.848 -2.143 -0.650 -0.1676
C -4.268059 1.238318 0.508629 -0.784 1.231 1.223 -0.0492
N -5.585563 5.798350 0.558387 0.370 -0.265 1.633 0.0432
H -7.900448 3.437193 0.845803 0.102 -0.219 -0.260 0.0801
H -7.331274 4.258737 -0.648007 0.124 -0.158 -0.002 0.0888
H -8.041698 5.143618 0.680684 0.035 0.213 0.043 0.0761
H -6.269332 4.351166 2.150726 0.562 0.790 0.554 0.1399
H -4.129308 3.615919 1.285115 0.382 0.092 0.015 0.1177
H -4.795759 3.818067 -0.367148 0.445 -0.213 -0.247 0.1211
H -4.472770 0.184013 0.694718 -0.927 0.264 0.126 0.0773
H -3.553075 1.541716 1.273385 0.180 -0.015 0.097 0.0729
H -3.708900 1.240624 -0.427018 -0.673 0.714 -0.473 0.0435
H -6.288786 6.466508 0.839708 -0.094 0.420 -0.147 0.0720
H -4.790282 6.011397 1.143392 0.568 0.679 -0.165 0.0704
C 3.097071 -0.047519 -0.397530 0.548 -0.836 -1.048 -0.0449
C 2.799911 0.010175 1.072018 1.956 0.802 0.720 -0.4143
C 4.168945 -0.068843 1.863687 0.870 0.082 0.327 -0.1724
O 5.302317 0.687039 1.345095 0.078 -1.120 0.492 -0.2220
C 6.597391 0.289802 1.964286 -1.107 1.189 -1.613 -0.0606
N 2.046304 1.171939 1.376840 -2.076 1.181 0.160 0.0407
H 3.976914 -0.678450 -0.523634 0.029 -0.152 -0.181 0.0833
H 3.385151 0.890870 -0.871371 -0.147 0.258 0.436 0.0856
H 2.311742 -0.492360 -1.008657 -0.272 0.105 0.171 0.0618
H 2.156509 -0.814672 1.378208 0.404 -0.583 0.077 0.1147
H 4.495412 -1.104222 1.961122 -0.123 -0.416 -0.244 0.1069
H 4.071883 0.294970 2.886592 -0.626 0.010 0.249 0.1118
H 7.233746 1.115175 1.645054 0.089 0.093 0.491 0.0832
H 7.047875 -0.570527 1.469304 -0.473 -0.469 0.184 0.0798
H 6.571433 0.195831 3.049918 -0.227 -0.002 -0.062 0.0837
H 1.859933 1.357513 2.351994 0.131 -0.519 0.294 0.0946
H 2.412603 2.054876 1.050730 0.771 -0.296 -0.197 0.0178
C -0.465911 -1.823291 2.984591 0.418 0.258 -1.468 0.0054
C 0.045487 -3.165709 2.331932 -2.049 0.380 3.940 -0.2793
C 0.879662 -3.888088 3.388712 0.985 1.884 -0.302 -0.2595
O 1.131026 -5.081430 2.843487 0.627 -2.719 -2.402 -0.2207
C 1.929363 -5.936385 3.628070 -1.327 -1.249 0.337 -0.0480
N -1.147436 -4.015770 2.126254 3.560 0.750 -2.140 0.3503
H -0.832191 -1.086158 2.270044 0.191 -0.135 -0.413 0.0636
H 0.431958 -1.397562 3.432559 -0.349 0.124 0.505 0.0878
H -1.321615 -1.973745 3.642782 0.551 -0.318 0.422 0.0928
H 0.624895 -3.112375 1.410234 -0.320 0.298 -0.435 0.1728
H 0.428858 -3.966456 4.378023 -0.355 0.264 0.170 0.1488
H 1.861590 -3.418967 3.450676 -0.072 0.963 0.567 0.1423
H 2.028702 -6.900895 3.130124 0.042 0.234 -0.351 0.0983
H 1.219511 -6.128471 4.432633 0.982 -0.289 1.089 0.1026
H 2.928601 -5.590273 3.892334 -0.245 0.500 0.138 0.1053
H -1.301438 -3.876617 1.137810 -2.205 0.498 -1.483 0.0697
H -0.792995 -4.960680 2.086056 -0.384 -1.607 1.488 0.1316
```
Positions in Å, forces in eV/Å.

Output
- electronic energy (a.u.) = -1791.60273
- 2S+1 = 2
- <S²> = 0.7545
- orbital gap (alpha / beta) (Eh) = 0.33220 / 0.11297
- ΔE to the lowest compared entry with this formula, charge and spin (kJ/mol) = 199.80
- total charge = +1